{"formula": "C3H5NO3", "method": "ωB97M-V with the def2-TZVPD basis set", "multiplicity": 1, "gap_ev": 10.3, "relative_energy_kj_mol": 249.7, "smiles": "N[C@@]1(C(=O)O)CO1", "e_homo_ev": -9.679, "lumo_energy_ev": 0.7, "energy_ev": -10823.10012, "species": ["N", "C", "C", "O", "O", "C", "O", "H", "H", "H", "H", "H"], "positions_angstrom": [[0.59, -1.11, -0.56], [0.25, 0.15, 0.01], [-1.48, 0.48, -0.50], [-2.00, 1.52, -0.31], [-1.94, -0.62, -1.03], [0.76, 0.71, 1.26], [1.13, 1.23, 0.00], [1.25, -1.64, 0.00], [0.99, -0.98, -1.48], [-1.22, -1.30, -1.03], [0.12, 1.35, 1.85], [1.55, 0.20, 1.79]], "nbo_charge": [-0.878, 0.240, 0.789, -0.559, -0.678, -0.116, -0.471, 0.386, 0.388, 0.520, 0.202, 0.178]}

=====

{"formula": "C3H5NO3", "method": "ωB97M-V with the def2-TZVPD basis set", "multiplicity": 1, "gap_ev": 10.6, "relative_energy_kj_mol": 99.5, "smiles": "NC(=O)COC=O", "e_homo_ev": -9.839, "lumo_energy_ev": 0.8, "energy_ev": -10824.65619, "species": ["N", "C", "O", "C", "O", "C", "O", "H", "H", "H", "H", "H"], "positions_angstrom": [[0.64, -1.50, 0.36], [-0.56, -0.94, 0.54], [-1.27, -1.28, 1.47], [-1.05, 0.13, -0.38], [-0.47, 1.40, -0.03], [0.79, 1.60, -0.31], [1.53, 0.85, -0.91], [1.30, -0.82, -0.20], [0.95, -2.19, 1.04], [-0.82, -0.13, -1.41], [-2.12, 0.28, -0.23], [1.08, 2.60, 0.04]], "nbo_charge": [-0.836, 0.613, -0.606, -0.174, -0.467, 0.666, -0.619, 0.432, 0.414, 0.206, 0.234, 0.138]}